31
Properties=species:S:1:pos:R:3:forces:R:3:mulliken_charge:R:1 method="wB97M-V/def2-TZVPD" total_charge=0 homo_energy_ha=-0.252 relative_energy_kcal_mol=22.8 orbital_gap_ev=6.8615 energy_ha=-869.80505
C 1.176 2.250 0.039 1.1 -0.4 -0.5 -0.60
H 2.426 0.553 0.607 -0.1 -0.1 -0.3 0.44
H 1.547 -1.829 1.202 -0.1 0.2 0.0 0.32
H 1.956 2.999 0.172 0.0 0.1 0.7 0.43
C 1.474 1.011 0.877 -0.7 -0.4 -0.3 -0.74
H -2.332 2.168 0.129 0.1 -0.2 0.5 0.44
H -0.864 -3.211 -2.795 0.0 -0.1 0.4 0.40
H -0.486 3.616 -0.425 0.6 0.3 0.0 0.39
C -1.330 1.751 0.034 1.6 -1.2 1.0 -0.67
H -0.221 -1.816 1.676 0.0 -0.4 -0.1 0.28
H 0.533 0.099 -1.563 -0.8 0.3 0.3 0.45
H -1.605 -1.454 -1.260 0.1 0.6 0.7 0.26
H 1.420 1.965 -0.985 -0.7 0.0 -0.4 0.31
H -0.602 -2.566 -0.334 0.0 0.1 0.0 0.39
H -1.116 0.620 2.002 0.1 0.3 0.0 0.45
H -1.264 1.386 -0.991 0.0 0.2 -0.2 0.27
N 0.396 -0.068 0.648 -0.2 -1.0 -0.7 0.15
H 1.593 1.173 1.948 -0.7 0.2 0.1 0.41
H -0.217 3.207 1.272 -0.4 0.1 0.1 0.28
C 0.523 -0.678 -0.799 -1.4 0.0 0.4 -1.04
C 0.705 -1.248 1.577 -1.0 0.8 0.2 -0.97
H 0.813 -2.718 -2.504 0.0 -0.1 -0.1 0.34
C -0.202 2.814 0.256 -1.4 -0.5 -0.2 -0.63
H -1.857 -0.289 0.743 0.6 -0.5 -0.1 0.34
H 0.876 -0.861 2.582 0.2 0.1 -0.1 0.39
H -0.360 -1.643 -3.270 0.2 0.2 0.0 0.35
Cl -2.647 -2.503 2.746 0.5 0.4 -0.4 -0.80
C -0.225 -2.385 -2.483 0.3 -0.1 -0.1 -1.46
H 1.557 -1.002 -0.915 -0.1 -0.8 0.6 0.51
C -1.084 0.459 0.925 0.8 1.3 -0.6 -0.60
C -0.583 -1.801 -1.111 1.3 0.6 -0.6 -0.07